Computed, not measured: a structure of composition C39H33Cl3Ge2N4O3Ru, with the ωB97M-V functional and the def2-TZVPD basis.

Summary:
- energy above the lowest of the compared OMol25 structures with the same formula, charge and spin (kcal/mol) = 0.0
- HOMO (alpha / beta) (eV) = -7.87 / -7.91
- HOMO-LUMO gap (alpha / beta) (Ha) = 0.2554 / 0.2160

Cartesian coordinates (Å):
1 Ru -0.071 -0.282 -0.528
2 Ge -2.221 -1.369 -0.050
3 Ge -4.131 0.148 0.055
4 Cl 2.007 -4.673 0.126
5 Cl 6.857 -2.340 0.299
6 Cl 2.490 0.625 -0.770
7 O -1.446 0.720 3.112
8 O -1.479 2.423 -3.198
9 O 1.044 -1.958 -0.404
10 N -0.755 1.387 -1.249
11 N 1.616 -0.862 2.387
12 N -0.355 -0.848 -2.496
13 N -0.258 0.764 1.145
14 C -2.657 -2.703 -1.440
15 C 2.510 -1.667 2.954
16 C -1.861 -4.022 3.894
17 C -0.380 -2.279 -4.390
18 C -4.253 1.350 -1.495
19 C -0.512 0.308 2.467
20 C -5.753 -0.963 0.077
21 C -2.883 -3.089 3.782
22 C 1.128 -2.056 4.864
23 C 5.139 -2.219 0.072
24 C -0.586 4.416 1.572
25 C -0.798 4.782 0.230
26 C 4.352 -3.354 0.166
27 C -0.874 0.134 -3.256
28 C 3.200 -0.917 -0.374
29 C -3.427 -2.340 -2.547
30 C -0.683 2.479 -0.419
31 C -2.163 -4.007 -1.394
32 C 2.984 -3.246 -0.001
33 C -3.188 -4.530 -3.509
34 C -1.006 -3.319 1.761
35 C 4.570 -0.988 -0.209
36 C 2.311 -2.287 4.180
37 C -3.692 -3.237 -3.572
38 C -0.846 3.836 -0.761
39 C -4.149 1.330 1.615
40 C -1.181 -0.039 -4.593
41 C -2.047 -2.397 1.618
42 C -0.919 -4.134 2.880
43 C -0.455 2.104 0.926
44 C -0.932 -1.273 -5.168
45 C -0.104 -2.033 -3.057
46 C -2.425 -4.912 -2.415
47 C 0.481 -0.649 3.059
48 C 2.342 -2.021 -0.254
49 C 0.189 -1.214 4.294
50 C -2.975 -2.287 2.652
51 C -0.422 3.105 1.922
52 C -1.086 1.455 -2.588
53 H -0.548 5.186 2.331
54 H -5.088 1.888 1.613
55 H -2.034 -5.921 -2.352
56 H -0.257 2.825 2.952
57 H -3.833 -1.337 -2.619
58 H 0.936 -2.528 5.819
59 H -6.640 -0.326 0.094
60 H -1.019 4.108 -1.789
61 H -1.598 0.793 -5.142
62 H -1.165 -1.450 -6.209
63 H 0.317 -2.785 -2.403
64 H 5.180 -0.101 -0.299
65 H -4.156 0.844 -2.457
66 H -5.797 -1.595 -0.810
67 H 4.796 -4.318 0.372
68 H 3.080 -2.933 4.583
69 H -5.778 -1.612 0.954
70 H -0.244 -3.390 0.993
71 H -1.796 -4.655 4.771
72 H -4.299 -2.930 -4.415
73 H -0.172 -3.256 -4.802
74 H -5.235 1.828 -1.469
75 H -0.757 -0.994 4.768
76 H -3.786 -1.569 2.586
77 H 3.437 -1.824 2.410
78 H -3.500 2.135 -1.448
79 H -3.322 2.040 1.567
80 H -3.397 -5.237 -4.302
81 H -0.106 -4.846 2.962
82 H -0.927 5.827 -0.022
83 H -4.061 0.790 2.556
84 H -3.617 -2.991 4.573
85 H -1.567 -4.331 -0.549

Results of the Mulliken charge analysis, in e, for atoms 1 through 6: 0.468, -0.065, 1.280, -0.214, -0.236, -0.266

***

Computed, not measured: a structure of composition C39H33ClGdI2N7O5S4, with the ωB97M-V functional and the def2-TZVPD basis.

Summary:
- net charge = -2
- ⟨S²⟩ = 15.889
- multiplicity = 8
- HOMO (alpha / beta) (eV) = 0.31 / -2.85
- HOMO-LUMO gap (alpha / beta) (Ha) = 0.1251 / 0.1867

Cartesian coordinates (Å):
1 Gd 0.228 -0.495 -0.278
2 I -0.197 1.731 1.876
3 I -0.220 0.293 5.333
4 Cl -4.328 -0.561 -2.431
5 S -1.731 3.157 0.089
6 S 4.874 -1.957 -1.547
7 S -4.727 2.342 2.020
8 S 1.127 2.090 -1.333
9 O -6.731 -0.818 -0.178
10 O -0.484 -0.405 -2.592
11 O 3.111 -2.368 2.863
12 O -4.870 -4.936 -0.127
13 O -1.935 -0.037 -0.971
14 N 1.382 -1.373 1.593
15 N -3.303 0.238 1.764
16 N -5.892 -2.964 0.185
17 N -1.597 -2.085 1.007
18 N -1.366 2.045 -6.911
19 N 2.819 -0.596 -0.745
20 N -4.800 3.013 -5.109
21 C 3.890 1.171 0.586
22 C -2.459 -2.856 3.095
23 C -3.572 -3.388 2.466
24 C 6.332 -0.071 -0.047
25 C 2.189 -2.543 -2.054
26 C -4.851 -3.808 0.325
27 C -1.636 -0.306 -2.148
28 C -1.378 2.221 -5.772
29 C 3.756 3.527 2.236
30 C -1.541 2.791 -1.598
31 C -3.687 -3.249 1.089
32 C 3.910 0.034 -0.219
33 C -3.875 1.162 1.083
34 C -2.746 -0.592 -3.172
35 C 5.141 -0.573 -0.537
36 C -4.219 1.505 3.435
37 C -3.818 2.905 -4.516
38 C 5.077 1.687 1.074
39 C 0.044 -3.504 -2.233
40 C 1.803 -4.271 -3.683
41 C 2.255 -1.877 2.204
42 C -1.501 -2.212 2.326
43 C -6.016 -1.616 0.701
44 C 6.284 1.055 0.746
45 C -2.665 -2.592 0.410
46 C -0.287 2.258 -3.601
47 C -0.321 2.395 -2.212
48 C -3.469 0.428 3.095
49 C 0.850 -2.563 -1.559
50 C -2.672 2.958 -2.386
51 C 2.655 -3.380 -3.074
52 C 3.127 -1.643 -1.438
53 C 5.993 3.982 1.274
54 C 0.990 0.972 3.711
55 C 5.760 2.529 3.309
56 C -2.644 2.770 -3.766
57 C -1.419 2.421 -4.386
58 C 0.484 -4.332 -3.251
59 C 5.131 2.918 1.964
60 H 5.556 4.226 0.310
61 H 2.156 -4.918 -4.476
62 H -0.599 -1.806 2.771
63 H 7.272 -0.553 -0.278
64 H -6.676 -3.287 -0.365
65 H 5.136 1.798 3.815
66 H 6.747 2.093 3.176
67 H -2.577 -1.584 -3.591
68 H -4.481 1.856 4.411
69 H 3.689 -3.304 -3.396
70 H 3.868 4.380 2.904
71 H 0.653 1.984 -4.060
72 H -5.015 -1.222 0.908
73 H 7.006 3.626 1.104
74 H -2.722 -2.480 -0.664
75 H -6.592 -1.634 1.638
76 H -6.175 -0.604 -0.943
77 H 5.847 3.405 3.949
78 H 2.935 1.628 0.795
79 H -0.999 -3.605 -1.935
80 H -3.599 3.241 -1.906
81 H -4.335 -3.907 3.031
82 H -3.878 1.205 0.013
83 H 1.614 1.763 4.112
84 H 6.035 4.885 1.879
85 H 3.087 2.815 2.712
86 H -2.738 0.152 -3.969
87 H -0.195 -5.043 -3.712
88 H -2.336 -2.932 4.166
89 H 7.217 1.452 1.121
90 H 3.291 3.872 1.317
91 H 1.578 0.125 3.384
92 H -3.024 -0.256 3.791

Results of the Mulliken charge analysis, in e, for atoms 1 through 6: -0.855, 0.170, -0.301, -0.241, -0.174, -0.480

***

Computed, not measured: a structure of composition C39H33F4MnN7O5, with the ωB97M-V functional and the def2-TZVPD basis.

Summary:
- ⟨S²⟩ = 8.753
- multiplicity = 6
- energy above the lowest of the compared OMol25 structures with the same formula, charge and spin (kcal/mol) = 0.0
- HOMO (alpha / beta) (eV) = -6.74 / -6.85
- HOMO-LUMO gap (alpha / beta) (Ha) = 0.2249 / 0.2276

Cartesian coordinates (Å):
1 Mn -2.090 0.288 0.367
2 F -3.427 -1.723 0.488
3 F -5.052 -3.792 0.819
4 F -7.280 -1.470 4.259
5 F -5.675 0.569 3.999
6 O -6.321 2.402 -6.594
7 O -1.370 1.223 -1.709
8 O -3.409 0.442 -1.398
9 O 10.366 -3.325 -0.213
10 O -6.865 1.603 -4.673
11 N -0.789 -1.373 -0.608
12 N -0.453 -0.421 1.866
13 N -3.516 0.504 1.962
14 N -1.779 2.574 1.113
15 N 4.034 -2.303 -0.720
16 N 4.330 -1.514 1.333
17 N -6.059 2.032 -5.468
18 C -4.293 1.550 -3.820
19 C 2.837 -1.863 -0.209
20 C 1.978 -0.435 3.181
21 C 2.990 -1.367 1.056
22 C -4.631 2.063 -5.053
23 C -6.321 -1.564 3.318
24 C -4.426 -0.465 2.222
25 C 6.852 -3.042 -0.967
26 C -5.468 -0.487 3.172
27 C 8.577 -2.335 1.096
28 C -1.018 -1.906 -1.788
29 C 6.346 -2.385 0.158
30 C -2.374 2.635 -5.528
31 C -2.446 2.666 2.423
32 C -3.703 2.604 -5.922
33 C -2.552 1.046 -2.096
34 C -2.370 3.516 0.135
35 C -2.960 1.586 -3.438
36 C -2.006 2.130 -4.288
37 C 9.064 -2.990 -0.030
38 C -0.376 -0.049 3.122
39 C 0.555 2.739 0.107
40 C -0.356 2.939 1.306
41 C 1.287 -2.452 -2.099
42 C 0.000 -2.468 -2.570
43 C 11.280 -2.995 0.823
44 C 1.906 -0.872 1.851
45 C 1.541 -1.903 -0.834
46 C -4.378 -1.655 1.463
47 C -5.221 -2.721 1.619
48 C 4.910 -2.082 0.232
49 C 0.834 -0.046 3.830
50 C -3.875 3.400 -0.046
51 C 0.466 -1.380 -0.122
52 C -6.230 -2.712 2.564
53 C 7.221 -2.040 1.174
54 C -3.673 1.779 2.635
55 C 0.648 -0.860 1.235
56 C 8.191 -3.340 -1.062
57 H -4.579 2.301 2.311
58 H 2.929 -0.419 3.702
59 H 0.355 3.446 -0.698
60 H -0.241 -2.894 -3.534
61 H -4.194 2.369 -0.193
62 H -4.421 3.813 0.803
63 H -2.044 -1.870 -2.139
64 H -3.766 1.677 3.720
65 H -4.026 2.987 -6.878
66 H -5.039 1.125 -3.164
67 H -0.308 3.990 1.632
68 H -0.976 2.152 -3.957
69 H -2.723 3.710 2.629
70 H -1.696 2.401 3.170
71 H 8.593 -3.848 -1.930
72 H 1.589 2.883 0.427
73 H -1.312 0.256 3.579
74 H 6.868 -1.520 2.058
75 H 12.252 -3.352 0.497
76 H 0.022 2.342 2.137
77 H 0.852 0.274 4.862
78 H 6.169 -3.311 -1.763
79 H 4.802 -1.261 2.182
80 H 2.111 -2.861 -2.670
81 H 11.326 -1.915 0.978
82 H -1.871 3.346 -0.815
83 H -2.122 4.539 0.458
84 H 9.231 -2.049 1.904
85 H 11.007 -3.489 1.758
86 H -1.628 3.055 -6.190
87 H 0.457 1.741 -0.316
88 H -6.906 -3.543 2.697
89 H -4.164 3.971 -0.930

Results of the Mulliken charge analysis, in e, for atoms 1 through 6: 1.567, -0.001, -0.319, -0.329, -0.323, -0.631

***

Computed, not measured: a structure of composition C39H33N10O4STi, with the ωB97M-V functional and the def2-TZVPD basis.

Summary:
- net charge = -1
- ⟨S²⟩ = 2.016
- multiplicity = 3
- energy above the lowest of the compared OMol25 structures with the same formula, charge and spin (kcal/mol) = 0.0
- HOMO (alpha / beta) (eV) = -2.29 / -4.94
- HOMO-LUMO gap (alpha / beta) (Ha) = 0.1681 / 0.2655

Cartesian coordinates (Å):
1 Ti 0.376 0.238 0.316
2 S -2.267 1.915 2.869
3 O 1.617 -1.352 0.536
4 O 0.187 2.168 0.600
5 O -3.012 1.632 4.081
6 O -1.058 2.671 3.042
7 N 3.915 1.377 2.692
8 N 1.710 0.643 2.155
9 N 0.291 -0.996 -1.743
10 N 0.374 -0.199 3.833
11 N 2.448 0.615 4.405
12 N -1.963 0.608 2.002
13 N 2.244 1.047 -0.531
14 N -1.370 0.917 -1.130
15 N 4.542 1.426 4.902
16 N -1.168 -1.725 0.893
17 C 3.596 1.123 3.944
18 C 2.936 1.121 1.783
19 C 2.467 1.357 -1.806
20 C -5.035 -1.496 2.405
21 C -4.079 2.451 0.813
22 C -2.880 -0.416 1.982
23 C -4.286 5.128 1.513
24 C 4.702 -2.971 -1.659
25 C -4.607 -2.694 1.909
26 C -1.252 3.321 -0.870
27 C -3.290 -2.788 1.409
28 C 4.803 -2.816 -0.268
29 C -4.929 3.291 0.106
30 C -0.866 -0.858 -2.629
31 C 1.270 -1.656 -2.236
32 C 1.538 0.388 3.446
33 C 3.636 1.909 -2.278
34 C -2.431 -1.661 1.412
35 C -0.366 5.695 0.250
36 C -2.787 -4.004 0.900
37 C 2.587 -1.845 -0.153
38 C -1.978 -0.177 -1.857
39 C 3.544 -2.577 -2.285
40 C 3.778 -2.282 0.473
41 C 4.453 1.886 -0.020
42 C -4.191 -0.377 2.446
43 C -1.761 4.551 -1.317
44 C 2.487 -2.007 -1.559
45 C -1.328 5.735 -0.774
46 C -5.033 4.629 0.453
47 C 3.210 1.345 0.410
48 C -3.348 2.949 1.879
49 C -1.509 -4.061 0.438
50 C -0.738 -2.884 0.449
51 C 4.666 2.159 -1.337
52 C -0.284 3.276 0.162
53 C -3.448 4.289 2.230
54 C 0.146 4.510 0.711
55 C -1.751 2.102 -1.431
56 H 0.270 -2.905 0.069
57 H -4.570 0.528 2.895
58 H -3.976 1.411 0.537
59 H -6.041 -1.394 2.795
60 H 1.199 -2.018 -3.270
61 H -5.242 -3.572 1.895
62 H -3.432 -4.876 0.900
63 H -2.763 0.171 -2.540
64 H -1.728 6.680 -1.116
65 H -2.854 4.668 3.052
66 H -1.073 -4.974 0.055
67 H 0.869 4.474 1.515
68 H 0.167 -0.081 4.812
69 H 5.480 1.496 4.547
70 H -0.025 6.624 0.692
71 H 5.614 2.575 -1.657
72 H -2.427 -0.874 -1.147
73 H 4.425 0.931 5.770
74 H 5.523 -3.392 -2.223
75 H -5.684 5.288 -0.109
76 H -4.351 6.176 1.776
77 H 3.746 2.132 -3.330
78 H 5.206 2.081 0.730
79 H 3.856 -2.148 1.545
80 H -5.500 2.897 -0.727
81 H -1.189 -1.837 -2.997
82 H 3.435 -2.693 -3.359
83 H -2.518 4.546 -2.096
84 H 5.714 -3.121 0.234
85 H -2.538 2.224 -2.187
86 H -0.414 -0.056 3.207
87 H -0.594 -0.238 -3.491
88 H 1.651 1.140 -2.488

Results of the Mulliken charge analysis, in e, for atoms 1 through 6: 0.099, 1.154, 0.166, 1.371, -0.790, -0.704